This record from OMol25 describes a cluster of 13 separate species, C45H122N6O27S7 in total in a non-equilibrium geometry. The level of theory is ωB97M-V with the def2-TZVPD basis set.

The calculation puts the LUMO energy at 0.1241 eV. As for the net charge: 0. For the total energy, the calculation gives -6934.76925 hartree.

```
207
Properties=species:S:1:pos:R:3:forces:R:3
C 2.068577 1.000299 -5.406894 0.459 0.235 0.919
C 2.646252 2.359559 -5.755618 1.546 0.397 1.526
C 3.065829 2.475938 -7.188735 -0.157 0.230 -0.595
O 4.352667 1.924256 -7.371408 -0.174 0.528 -0.301
C 4.812749 2.356023 -8.632065 0.253 -1.559 -0.810
N 1.690323 3.392208 -5.370397 -0.566 -0.944 0.170
H 2.801197 0.278279 -5.074272 0.555 -0.262 -0.508
H 1.475178 0.593550 -6.209826 -0.390 -0.179 -0.159
H 1.502925 1.138255 -4.493993 -0.738 -0.034 -0.074
H 3.580649 2.543049 -5.117064 -1.056 -0.318 -0.843
H 3.067743 3.519618 -7.567045 0.089 -0.127 0.559
H 2.302041 1.986118 -7.819746 0.245 -0.215 -0.090
H 4.091437 2.012457 -9.395596 0.179 0.285 -0.010
H 5.752925 1.830958 -8.856040 -0.172 0.325 0.224
H 4.944841 3.429275 -8.734032 0.001 0.270 0.292
H 0.811061 3.156279 -5.803226 -0.642 -0.215 0.118
H 1.933195 4.217805 -5.846878 0.571 1.519 -0.401
C 4.215229 -0.564980 -1.413891 1.080 0.350 -0.482
C 4.223378 -1.544792 -0.262097 3.104 -1.264 0.722
C 5.196279 -1.095971 0.910841 -1.818 0.256 -0.837
O 6.495094 -0.849225 0.455251 0.011 0.538 0.338
C 7.300539 -1.983477 0.267567 0.022 -0.357 1.145
N 2.924173 -1.842571 0.283556 -0.497 -1.472 -1.479
H 5.189802 -0.286561 -1.892680 -0.488 -0.618 0.701
H 3.810703 0.343288 -1.023047 -0.375 0.720 -0.014
H 3.581988 -0.918891 -2.216190 -0.380 -0.155 -0.213
H 4.743901 -2.519466 -0.584771 -1.117 0.974 0.139
H 5.152424 -1.845005 1.721753 0.176 0.048 -0.280
H 4.774465 -0.152987 1.315977 0.419 -0.252 -0.100
H 7.200157 -2.390850 -0.720134 0.046 -0.173 -0.706
H 7.010842 -2.785259 0.985197 0.282 0.390 -0.273
H 8.333700 -1.674305 0.466052 -0.193 -0.217 -0.178
H 2.395355 -2.187045 -0.547906 0.112 -0.040 1.050
H 2.439317 -1.005646 0.521896 -0.233 0.961 0.306
C -6.345353 3.553952 -0.731083 1.600 -1.957 0.861
C -6.006019 4.153576 0.641576 -1.055 1.692 0.750
C -4.848518 3.510293 1.468244 -2.926 -1.241 -0.653
O -3.761523 3.525891 0.657418 2.599 -0.161 -0.420
C -2.710127 2.663271 1.143398 0.911 1.963 -1.914
N -5.599486 5.549053 0.343966 -0.404 0.343 0.277
H -7.016961 4.150605 -1.307525 -0.534 0.407 -0.074
H -6.690839 2.506611 -0.619978 -0.324 0.542 0.004
H -5.412769 3.410916 -1.287275 -0.098 0.452 -0.111
H -7.008603 4.205351 1.191733 1.572 -0.187 -0.172
H -5.086654 2.463902 1.662699 -0.359 -0.386 0.348
H -4.721688 3.981656 2.435965 0.121 0.544 0.287
H -1.886705 2.751367 0.374095 -0.643 0.082 1.112
H -3.007254 1.658137 1.091495 -0.721 -1.538 0.360
H -2.355080 2.953826 2.133595 -0.089 -0.172 -0.073
H -4.777876 5.477619 -0.225894 0.446 0.124 -0.366
H -5.293045 6.107911 1.149077 -0.381 -0.556 -0.122
C 5.759239 2.275737 3.002671 -0.737 1.482 -1.007
C 4.983502 2.608475 1.698839 0.139 -1.359 0.361
C 4.474699 3.980975 1.539427 0.163 2.055 -0.140
O 3.610698 3.988354 0.362827 1.568 0.233 1.165
C 2.795786 5.129899 0.365870 -0.684 1.166 -0.253
N 5.875745 2.335475 0.599060 0.557 -1.067 -0.289
H 5.950666 1.224517 3.002825 0.499 -0.676 -0.013
H 5.140286 2.480183 3.860775 -0.125 0.256 0.498
H 6.676659 2.885855 3.027253 -0.235 -0.429 0.137
H 4.049535 1.980655 1.653080 0.621 0.120 0.148
H 5.321588 4.777306 1.434074 -1.355 -1.379 0.053
H 3.875955 4.237166 2.430022 0.108 0.209 -0.309
H 1.819992 4.785046 0.690424 -0.421 0.496 -0.284
H 2.763702 5.635342 -0.627345 -0.133 -0.699 0.437
H 3.088226 5.946326 1.048176 0.351 -0.502 -0.010
H 6.383997 1.468230 0.812805 -0.163 0.387 -0.437
H 5.338607 2.150495 -0.241339 0.115 0.116 -0.090
C -1.471359 -5.325669 -0.665704 0.235 1.699 -2.133
C -2.961535 -5.295735 -0.865399 -1.354 -0.493 1.454
C -3.445528 -4.743278 -2.198410 -0.369 0.831 0.473
O -3.040029 -3.417305 -2.517289 0.945 0.234 -0.449
C -3.927472 -2.375032 -2.154966 0.000 -0.809 0.838
N -3.444509 -6.692524 -0.747867 2.167 0.701 0.877
H -1.189803 -5.871744 0.161574 0.280 -1.241 2.026
H -1.135178 -4.301066 -0.502654 0.226 0.038 -0.122
H -0.890169 -5.736146 -1.510978 -0.414 0.185 -0.015
H -3.398718 -4.719789 0.007896 0.401 -0.582 -1.204
H -4.534100 -4.669214 -2.211559 -0.249 -0.789 0.027
H -3.084146 -5.452649 -2.937925 0.018 0.249 -0.563
H -3.496562 -1.434664 -2.462479 0.467 0.297 0.172
H -4.120524 -2.406125 -1.063304 0.086 0.309 -0.469
H -4.866954 -2.444198 -2.687059 -0.514 -0.303 -0.177
H -2.842450 -7.301758 -1.266332 0.170 -0.373 -0.290
H -4.371064 -6.892670 -0.950325 -2.012 -0.020 -0.546
C 1.148749 -4.480320 2.265897 2.429 -0.125 0.651
C 2.621987 -4.295041 2.899250 -1.003 1.784 -0.628
C 2.574273 -4.566059 4.388551 -2.108 0.195 0.087
O 1.604446 -3.679625 5.039161 0.545 -0.685 0.034
C 1.699516 -3.740039 6.473894 1.874 -0.747 -1.471
N 3.690514 -5.066767 2.271745 -0.444 -0.663 -0.613
H 0.839524 -5.530896 2.299504 0.013 0.061 0.127
H 1.303234 -4.198830 1.239035 -0.437 0.213 -0.550
H 0.443472 -3.836868 2.779617 -0.101 0.063 -0.083
H 2.887747 -3.234451 2.694485 -0.342 -0.414 0.429
H 3.464716 -4.375922 4.926556 1.455 -0.285 0.114
H 2.232128 -5.622219 4.453166 0.324 0.297 0.579
H 2.743277 -3.549193 6.844765 -0.706 0.235 -0.428
H 1.482654 -4.735039 6.831807 -0.483 -0.445 0.189
H 1.027276 -3.018960 6.828031 -0.902 0.919 0.726
H 4.199869 -4.548893 1.522956 -1.034 -0.623 0.809
H 3.215015 -5.892051 1.879424 0.921 0.369 -0.137
O -6.478783 -0.147841 3.772750 1.639 -0.029 1.721
S -5.467391 0.124274 4.794563 -0.271 -0.615 -1.689
O -5.544488 1.331915 5.547015 -0.039 0.410 0.245
O -5.411044 -1.099009 5.826878 0.073 0.086 -1.109
C -5.031637 -0.824947 7.196085 -0.363 -0.368 0.518
C -3.625013 -0.298663 7.480988 -1.455 -0.146 0.598
C -3.828305 -0.016830 4.059108 -0.458 -0.150 -0.554
H -5.193063 -1.838165 7.639279 0.072 1.053 0.035
H -5.756833 -0.089354 7.533741 -0.098 -0.226 0.406
H -3.651924 0.017678 8.531979 0.105 -0.109 -0.161
H -3.399559 0.578173 6.907876 0.293 0.319 -0.397
H -2.922318 -1.088204 7.393742 0.973 -0.478 -0.320
H -3.542808 0.929296 3.612165 -0.150 0.211 0.017
H -3.819255 -0.783281 3.282443 -0.284 0.109 0.010
H -3.089991 -0.309596 4.780979 0.153 0.040 0.578
O -0.008221 7.182306 0.878889 0.564 0.189 0.063
S -1.363812 7.006722 1.288826 0.127 -0.920 -0.754
O -2.067680 8.028592 1.969185 -0.318 0.401 0.429
O -2.214156 6.658525 -0.004988 -0.186 0.590 0.467
C -1.615625 6.248119 -1.264543 0.211 0.147 1.321
C -2.776271 6.122499 -2.176526 -0.485 -1.128 -0.765
C -1.519112 5.468865 2.134815 1.541 -1.198 -0.590
H -1.153507 5.271561 -1.056548 0.215 0.279 -0.427
H -0.878887 7.000860 -1.595627 -0.272 -0.420 0.255
H -3.461196 6.967138 -2.188163 0.520 0.456 -0.259
H -3.443465 5.294948 -1.867130 0.588 0.081 -0.201
H -2.311090 5.886623 -3.147899 -0.774 0.173 -0.053
H -1.049432 5.428958 3.131658 -0.309 0.441 -0.420
H -1.020435 4.682847 1.487025 -0.379 1.012 0.643
H -2.551042 5.214274 2.146513 -0.911 -0.038 0.287
O -0.387466 1.617452 2.865941 0.430 0.069 0.746
S 0.474221 2.052940 3.947486 0.998 -1.633 -2.701
O -0.098261 2.557854 5.127201 -0.344 0.775 1.222
O 1.405893 0.821892 4.426528 -0.584 0.811 -0.664
C 2.163485 0.046402 3.418840 -0.856 -0.807 0.466
C 3.349026 -0.444334 4.201592 1.698 0.650 -0.382
C 1.637057 3.210139 3.175007 -0.022 -0.295 1.622
H 2.390977 0.735717 2.577510 -0.025 -0.874 0.311
H 1.585045 -0.874685 3.137074 -0.014 1.270 -0.165
H 3.961687 -1.169907 3.660019 -0.316 -0.003 -0.436
H 3.085689 -0.990010 5.122881 -0.103 0.801 -0.186
H 4.038780 0.435628 4.302134 -0.549 -0.863 0.786
H 2.492858 3.312446 3.827859 0.048 0.087 0.613
H 1.142609 4.176255 3.123254 -0.104 -0.090 -0.384
H 2.063805 2.839649 2.265909 -0.533 -0.190 -0.836
O -1.230671 2.382512 -6.299970 -0.950 -1.202 2.030
S -1.844607 1.518671 -5.287318 -0.306 -0.355 -2.190
O -1.104511 0.965809 -4.175259 -0.502 0.637 -0.986
O -3.175854 2.249049 -4.777898 2.667 1.969 -2.743
C -3.849100 1.719851 -3.741644 -2.013 -1.902 2.633
C -3.333997 2.115421 -2.380380 -1.446 -0.005 1.763
C -2.771286 0.157490 -6.108786 1.772 -1.263 1.092
H -3.871979 0.610031 -3.827527 -0.037 0.481 0.233
H -4.910040 2.025144 -3.854747 0.613 0.077 0.027
H -4.157348 1.847538 -1.657381 0.600 0.596 -0.613
H -3.074345 3.175105 -2.234873 -0.411 -0.272 -0.374
H -2.525314 1.563327 -1.950182 0.894 -0.535 -0.540
H -2.339396 -0.323840 -7.001145 0.635 0.376 0.677
H -3.705441 0.496029 -6.446267 -1.305 0.772 -0.016
H -2.859082 -0.575067 -5.262537 -0.165 0.401 -1.083
O 0.606961 -5.072306 -4.005340 0.014 1.318 0.128
S 0.753209 -3.630853 -3.889725 0.695 -0.825 1.089
O 1.114915 -3.078019 -2.590005 -0.439 -0.462 -1.228
O 1.774042 -3.124608 -4.967334 0.559 -0.147 -0.990
C 3.067240 -3.765193 -5.232864 0.234 0.733 1.163
C 3.674394 -3.062162 -6.403358 0.559 0.904 -0.071
C -0.629602 -2.800275 -4.556672 -0.832 -0.345 -0.958
H 3.006098 -4.813264 -5.438600 -0.676 -0.676 0.059
H 3.623634 -3.617581 -4.320291 0.444 -0.107 0.274
H 2.960911 -3.254323 -7.203015 0.358 0.356 -0.506
H 4.693585 -3.473353 -6.659180 -1.165 0.349 0.286
H 3.763952 -1.955894 -6.196617 -0.090 -1.159 -0.395
H -0.813984 -3.205166 -5.595259 0.102 0.163 1.293
H -0.444645 -1.731402 -4.672145 0.196 -0.051 0.394
H -1.455418 -3.009319 -3.855381 0.094 0.130 -0.390
O -1.801031 -2.909409 3.501272 -0.493 -0.740 0.167
S -2.832358 -3.653898 2.821843 -1.309 1.053 1.253
O -3.208413 -3.190370 1.541394 -0.443 0.360 -1.312
O -2.492957 -5.166359 2.663666 1.492 -0.546 1.846
C -1.733354 -5.696248 3.872459 -1.541 -1.923 0.069
C -1.464775 -7.168488 3.542634 1.111 1.098 -1.136
C -4.362208 -3.724814 3.856782 -0.165 -0.287 -2.055
H -2.378083 -5.775489 4.769818 -0.201 0.876 -0.581
H -0.889476 -5.075820 4.107781 0.397 0.212 -0.298
H -1.045155 -7.736651 4.363596 -0.465 -0.031 0.414
H -0.679834 -7.186483 2.795111 0.208 -0.113 -0.365
H -2.324866 -7.604091 3.047585 -0.268 -0.243 0.437
H -4.822419 -2.727383 3.788126 0.071 -0.502 -0.094
H -4.009982 -3.859142 4.838903 0.150 -0.396 1.351
H -5.082311 -4.551013 3.500168 1.359 1.363 0.484
O 0.508973 3.072692 0.030882 -1.795 2.516 2.945
S 1.127859 2.042191 -0.649675 1.885 -2.172 -2.675
O 2.040456 1.095212 -0.039426 -1.249 0.560 0.257
O -0.049149 1.307793 -1.446317 1.072 0.372 0.166
C -0.151358 -0.097237 -1.290633 -0.241 -1.186 0.093
C -0.993272 -0.342726 -0.077163 -1.407 -1.098 0.303
C 1.914129 2.791952 -1.988614 -0.933 -0.429 -1.431
H 0.815537 -0.606584 -1.308955 0.109 0.358 0.402
H -0.631258 -0.493804 -2.167427 -0.432 0.209 -0.542
H -0.555443 0.061633 0.832726 0.148 -0.124 0.124
H -1.248760 -1.430706 0.050608 0.459 0.898 0.000
H -1.979177 0.165756 -0.208432 0.701 -0.295 0.018
H 2.177183 2.034654 -2.713060 0.480 -0.142 -0.024
H 2.697399 3.430574 -1.704807 1.253 0.400 0.628
H 1.177108 3.411770 -2.484008 -0.320 0.055 -0.061
```
Forces are in eV/Å.